Molecular formula: C48H123N5O16
Method: DFT, ωB97M-V/def2-TZVPD

Output
**Lowest unoccupied orbital energy**: 0.3 eV
**Gap between HOMO and LUMO**: 8.89 eV
**HOMO level**: -8.607 eV
**Structure (SMILES)**: COCCNCCOC.COCCNCCOC.COCCNCCOC.COCCNCCOC.COCCNCCOC.CC(C)O.CC(C)O.CC(C)O.CC(C)O.CC(C)O.CC(C)O
**Largest force on an atom**: 3.51 eV/A
**2S+1**: 1
**Energy above the lowest of the compared OMol25 structures with the same formula, charge and spin**: 7.212 eV
**Net charge**: 0

Bonds (Å) are listed after each position.
Atoms and positions in Å:
1 C -4.712 11.166 -0.870  H18 1.090, N128 1.503, C153 1.479, H163 1.090
2 O 7.336 2.362 2.866  C113 1.447, C183 1.372
3 H -6.943 0.056 2.967  C94 1.090
4 H -1.002 2.072 -9.224  C52 1.090
5 H -0.643 -0.714 -8.331  C114 1.090
6 H -2.366 0.658 2.031  C154 1.090
7 H 3.531 -4.972 -9.000  C55 1.090
8 O -4.545 9.552 0.908  C87 1.353, C153 1.445
9 C -6.484 -2.079 -3.476  H30 1.090, H101 1.090, H105 1.090, C140 1.541
10 H -5.137 -2.073 -5.433  O177 0.960
11 H 9.934 2.710 2.049  N138 1.010
12 C 2.438 1.695 -9.448  C28 1.526, O84 1.422, H86 1.090, H135 1.090
13 N 3.263 -4.783 -6.870  C55 1.500, H61 1.010, C157 1.455
14 C -0.006 0.590 8.630  H48 1.090, O59 1.398, C115 1.553, C186 1.529
15 O -1.019 0.938 0.486  C144 1.453, C154 1.421
16 H -1.067 -1.489 3.470  N58 1.010
17 H 3.096 2.268 -12.180  C170 1.090
18 H -4.154 11.609 -1.695  C1 1.090
19 H -4.265 1.743 -7.919  C33 1.090
20 H 3.420 -6.231 -2.016  C159 1.090
21 O 11.945 1.795 0.989  C83 1.444, C182 1.453
22 C 3.546 5.483 -0.653  C25 1.512, H31 1.090, H165 1.090, H178 1.090
23 H -4.778 7.565 0.968  C87 1.090
24 H -4.228 8.427 2.439  C87 1.090
25 C 4.097 4.963 -1.962  C22 1.512, H27 1.090, C62 1.558, O65 1.406
26 C 2.495 -8.780 -8.511  H69 1.090, H75 1.090, O92 1.428, H129 1.090
27 H 3.310 4.870 -2.711  C25 1.090
28 C 1.532 1.952 -8.248  C12 1.526, N64 1.453, H81 1.090, H172 1.090
29 C -7.483 -0.025 5.804  H40 1.090, H85 1.090, C116 1.553, H146 1.090
30 H -5.882 -1.191 -3.667  C9 1.090
31 H 2.724 4.877 -0.271  C22 1.090
32 H -8.669 -0.066 3.190  C94 1.090
33 C -3.299 2.237 -8.025  H19 1.090, H36 1.090, O42 1.438, H184 1.090
34 H 3.827 2.872 -1.568  C62 1.090
35 H -10.484 10.428 -0.534  C125 1.090
36 H -3.375 2.606 -9.047  C33 1.090
37 H -6.393 13.074 -1.294  C89 1.090
38 H -7.928 -6.354 12.581  O188 0.960
39 H 2.288 -3.942 -4.571  C137 1.090
40 H -8.322 -0.684 6.030  C29 1.090
41 H 0.267 1.136 -6.912  N64 1.010
42 O -2.334 1.182 -7.872  C33 1.438, C52 1.444
43 O -1.079 -3.773 4.992  C150 1.447, C155 1.412
44 H -5.362 -6.198 10.861  C104 1.090
45 H 0.359 -4.438 3.807  C155 1.090
46 H 5.451 3.292 -1.104  C62 1.090
47 H 3.986 -11.184 3.891  C118 1.090
48 H -0.801 0.802 7.915  C14 1.090
49 H -8.301 11.504 -3.011  C142 1.090
50 O -8.943 1.802 5.108  H96 0.960, C116 1.437
51 H -6.218 12.397 -2.883  C89 1.090
52 C -1.383 1.087 -8.955  H4 1.090, O42 1.444, C114 1.507, H160 1.090
53 H 3.195 0.553 -11.786  C170 1.090
54 H 4.189 -6.313 -8.092  C55 1.090
55 C 3.366 -5.599 -8.125  H7 1.090, N13 1.500, H54 1.090, C109 1.550
56 H 1.859 1.221 -12.745  C170 1.090
57 H -0.256 -1.490 1.387  C120 1.090
58 N -1.783 -1.745 2.805  H16 1.010, C72 1.471, C120 1.455
59 O 0.743 -0.496 8.170  C14 1.398, H185 0.960
60 H -1.915 -1.531 0.815  C120 1.090
61 H 2.588 -4.042 -6.987  N13 1.010
62 C 4.665 3.519 -1.825  C25 1.558, H34 1.090, H46 1.090, H76 1.090
63 H -1.121 -0.756 9.813  C115 1.090
64 N 0.744 0.836 -7.750  C28 1.453, H41 1.010, C114 1.473
65 O 5.168 5.800 -2.321  C25 1.406, H67 0.960
66 H -7.029 -7.264 9.307  C190 1.090
67 H 5.745 5.739 -1.556  O65 0.960
68 H -7.139 -5.644 8.643  C190 1.090
69 H 3.576 -8.685 -8.411  C26 1.090
70 H 0.247 -0.238 10.623  C115 1.090
71 H -8.081 1.356 2.528  C94 1.090
72 C -1.871 -3.205 2.646  N58 1.471, H80 1.090, C150 1.546, H167 1.090
73 H -6.907 1.780 4.862  C116 1.090
74 H 3.630 -6.467 -5.658  C157 1.090
75 H 2.083 -9.103 -9.468  C26 1.090
76 H 5.041 3.269 -2.817  C62 1.090
77 H -0.665 0.611 2.489  C154 1.090
78 H -2.330 -0.128 -0.885  C144 1.090
79 H -2.918 1.269 -0.065  C144 1.090
80 H -0.924 -3.506 2.198  C72 1.090
81 H 2.239 2.308 -7.499  C28 1.090
82 H 6.196 1.045 3.938  C113 1.090
83 C 12.330 2.918 1.811  O21 1.444, H132 1.090, C147 1.530, H169 1.090
84 O 1.756 1.667 -10.695  C12 1.422, C170 1.438
85 H -7.286 0.431 6.775  C29 1.090
86 H 2.937 0.735 -9.315  C12 1.090
87 C -4.124 8.347 1.356  O8 1.353, H23 1.090, H24 1.090, H158 1.090
88 H -3.071 -3.612 4.430  C150 1.090
89 C -6.619 12.190 -1.891  H37 1.090, H51 1.090, N128 1.474, C142 1.554
90 H 1.946 -6.092 -5.994  C157 1.090
91 H -1.132 0.932 10.533  C115 1.090
92 O 1.852 -7.640 -7.940  C26 1.428, C109 1.413
93 H -4.597 -3.837 -2.389  C111 1.090
94 C -7.823 0.615 3.284  H3 1.090, H32 1.090, H71 1.090, C116 1.550
95 H 3.109 -7.357 -3.379  C159 1.090
96 H -9.243 2.468 4.484  O50 0.960
97 H 7.360 2.878 4.752  C183 1.090
98 H -4.096 -4.696 -3.857  C111 1.090
99 H -5.850 -5.001 12.061  C104 1.090
100 H -8.225 -4.957 10.889  C117 1.090
101 H -6.640 -2.364 -2.436  C9 1.090
102 H 9.551 1.545 4.222  C166 1.090
103 H -8.604 -6.453 9.173  C190 1.090
104 C -5.990 -5.323 11.029  H44 1.090, H99 1.090, C117 1.517, H127 1.090
105 H -7.487 -1.919 -3.873  C9 1.090
106 H 0.807 -4.183 5.435  C155 1.090
107 H 2.119 -6.547 -9.667  C109 1.090
108 H -6.435 -4.155 -4.159  C140 1.090
109 C 2.129 -6.413 -8.585  C55 1.550, O92 1.413, H107 1.090, H189 1.090
110 O -8.858 11.499 -0.944  C125 1.441, C142 1.492
111 C -4.485 -3.754 -3.470  H93 1.090, H98 1.090, C140 1.557, H175 1.090
112 H 1.796 1.664 9.251  C186 1.090
113 C 6.936 0.998 3.140  O2 1.447, H82 1.090, H162 1.090, H168 1.090
114 C -0.187 0.205 -8.700  H5 1.090, C52 1.507, N64 1.473, H124 1.090
115 C -0.564 0.160 10.013  C14 1.553, H63 1.090, H70 1.090, H91 1.090
116 C -7.745 1.091 4.757  C29 1.553, O50 1.437, H73 1.090, C94 1.550
117 C -7.441 -5.712 10.819  H100 1.090, C104 1.517, O188 1.379, C190 1.541
118 C 4.496 -10.326 3.453  H47 1.090, C131 1.562, H136 1.090, H181 1.090
119 H -1.775 1.447 -1.439  C144 1.090
120 C -1.264 -1.131 1.592  H57 1.090, N58 1.455, H60 1.090, C154 1.464
121 H -2.311 -4.969 3.784  C150 1.090
122 H 12.827 2.527 -0.755  C182 1.090
123 H 3.764 -4.612 -4.023  C137 1.090
124 H 0.290 -0.072 -9.640  C114 1.090
125 C -10.269 11.297 -1.155  H35 1.090, O110 1.441, H152 1.090, H161 1.090
126 H -6.708 10.545 -0.604  N128 1.010
127 H -5.748 -4.459 10.411  C104 1.090
128 N -6.121 10.920 -1.334  C1 1.503, C89 1.474, H126 1.010
129 H 2.266 -9.679 -7.939  C26 1.090
130 H 1.876 -7.068 -2.017  C159 1.090
131 C 5.717 -9.778 4.260  C118 1.562, C141 1.510, O173 1.389, H192 1.090
132 H 12.073 3.818 1.253  C83 1.090
133 H 0.345 2.660 9.032  C186 1.090
134 H 5.526 -7.791 3.737  C141 1.090
135 H 3.236 2.434 -9.524  C12 1.090
136 H 4.780 -10.669 2.459  C118 1.090
137 C 2.787 -4.898 -4.413  H39 1.090, H123 1.090, O148 1.445, C157 1.545
138 N 10.204 3.149 2.918  H11 1.010, C147 1.448, C166 1.488
139 H 7.189 -8.313 4.010  C141 1.090
140 C -5.794 -3.273 -4.163  C9 1.541, H108 1.090, C111 1.557, O177 1.380
141 C 6.252 -8.575 3.520  C131 1.510, H134 1.090, H139 1.090, H145 1.090
142 C -8.155 12.104 -2.113  H49 1.090, C89 1.554, O110 1.492, H171 1.090
143 H 12.030 3.763 3.674  C147 1.090
144 C -2.031 0.866 -0.553  O15 1.453, H78 1.090, H79 1.090, H119 1.090
145 H 6.313 -8.918 2.487  C141 1.090
146 H -6.577 -0.544 5.495  C29 1.090
147 C 11.610 2.899 3.160  C83 1.530, N138 1.448, H143 1.090, H179 1.090
148 O 2.014 -5.620 -3.428  C137 1.445, C159 1.452
149 H -2.985 10.142 -0.354  C153 1.090
150 C -2.119 -3.917 3.996  O43 1.447, C72 1.546, H88 1.090, H121 1.090
151 H 7.913 4.094 3.639  C183 1.090
152 H -10.883 12.181 -0.979  C125 1.090
153 C -4.053 9.929 -0.396  C1 1.479, O8 1.445, H149 1.090, H187 1.090
154 C -1.377 0.323 1.717  H6 1.090, O15 1.421, H77 1.090, C120 1.464
155 C 0.026 -4.635 4.825  O43 1.412, H45 1.090, H106 1.090, H164 1.090
156 H 9.567 3.031 5.076  C166 1.090
157 C 2.914 -5.651 -5.755  N13 1.455, H74 1.090, H90 1.090, C137 1.545
158 H -3.062 8.218 1.150  C87 1.090
159 C 2.659 -6.670 -2.662  H20 1.090, H95 1.090, H130 1.090, O148 1.452
160 H -1.951 0.759 -9.826  C52 1.090
161 H -10.527 10.899 -2.137  C125 1.090
162 H 6.465 0.537 2.272  C113 1.090
163 H -4.748 11.910 -0.074  C1 1.090
164 H -0.074 -5.685 5.102  C155 1.090
165 H 4.374 5.469 0.057  C22 1.090
166 C 9.435 2.619 4.075  H102 1.090, N138 1.488, H156 1.090, C183 1.521
167 H -2.653 -3.536 1.964  C72 1.090
168 H 7.816 0.412 3.407  C113 1.090
169 H 13.406 2.851 1.972  C83 1.090
170 C 2.511 1.395 -11.889  H17 1.090, H53 1.090, H56 1.090, O84 1.438
171 H -8.429 13.146 -2.279  C142 1.090
172 H 0.917 2.816 -8.501  C28 1.090
173 O 5.242 -9.409 5.512  C131 1.389, H176 0.960
174 H 1.268 2.021 7.628  C186 1.090
175 H -3.697 -3.006 -3.562  C111 1.090
176 H 5.430 -10.152 6.089  O173 0.960
177 O -5.525 -2.950 -5.477  H10 0.960, C140 1.380
178 H 3.099 6.471 -0.759  C22 1.090
179 H 11.942 1.992 3.666  C147 1.090
180 H 12.215 0.829 -0.740  C182 1.090
181 H 3.696 -9.594 3.337  C118 1.090
182 C 12.766 1.595 -0.193  O21 1.453, H122 1.090, H180 1.090, H191 1.090
183 C 7.985 3.032 3.872  O2 1.372, H97 1.090, H151 1.090, C166 1.521
184 H -3.184 3.028 -7.284  C33 1.090
185 H 0.131 -1.222 8.026  O59 0.960
186 C 0.908 1.816 8.636  C14 1.529, H112 1.090, H133 1.090, H174 1.090
187 H -4.176 9.129 -1.126  C153 1.090
188 O -7.754 -6.717 11.710  H38 0.960, C117 1.379
189 H 1.235 -5.804 -8.449  C109 1.090
190 C -7.548 -6.311 9.403  H66 1.090, H68 1.090, H103 1.090, C117 1.541
191 H 13.765 1.177 -0.067  C182 1.090
192 H 6.519 -10.510 4.351  C131 1.090